# 1
51
Properties=species:S:1:pos:R:3:forces:R:3 method="wB97M-V/def2-TZVPD" e_above_lowest_ev=1.849 e_lumo_ev="2.106 / 2.106" spin_multiplicity=3 molar_mass_g_mol=350.67 charge=-1 gap_ev="7.52 / 7.52"
V 0.792128 -0.496685 1.289280 1.361 0.080 0.211
S 0.285589 0.905458 -2.127123 0.397 0.157 -0.108
S -2.459254 -2.038094 0.960366 -1.229 1.478 0.342
O -1.015363 0.541596 -2.630053 -0.180 0.215 -0.210
O 0.590788 0.529396 -0.773031 0.321 0.551 -0.858
O -1.093720 -1.572418 1.035704 -0.833 -1.076 -0.049
O -2.834868 -3.318199 1.479993 0.221 -0.591 -0.140
C -4.138032 -0.818400 -0.744767 -1.564 0.812 0.914
C 0.718306 2.647643 -2.348954 -0.232 -1.164 -0.208
C 2.266011 2.598911 -2.325506 -0.500 1.155 -0.501
C 1.590086 0.352443 -3.246552 0.166 0.337 -0.181
C -3.006983 -1.778168 -0.762857 1.251 -0.585 -0.604
C -3.990799 0.075938 0.494415 1.113 0.633 1.346
C -3.596209 -0.754525 1.725041 0.057 -1.594 -1.286
C 2.731533 1.391438 -3.157945 0.263 -1.317 1.062
B 1.304872 -1.471529 3.276721 -0.700 0.431 1.975
B -0.574222 1.184484 1.679380 -1.253 1.331 0.263
B 1.588772 -2.162443 -0.066541 0.061 -0.926 -0.816
B 3.266871 1.012704 1.642915 1.071 0.725 1.436
H 3.133242 0.891413 2.788403 -0.033 -0.408 1.339
H 0.294168 2.810003 -3.344243 0.340 0.320 -0.138
H 2.610154 3.538506 -2.762246 0.148 -0.059 -0.065
H 0.728933 -1.606990 -0.525855 -1.745 0.896 -1.464
H -3.002038 -0.345794 2.536704 -0.126 0.570 -0.155
H -2.123012 -1.391711 -1.274979 -0.022 0.071 0.074
H 0.301317 -1.787034 2.867570 -1.813 -1.308 -0.723
H 2.056634 -1.157598 2.500053 1.801 0.382 -1.881
H 3.306762 2.170902 1.549417 -0.371 1.433 -0.901
H 1.783493 -2.188115 4.041738 0.625 -1.048 0.479
H 2.205556 -2.724797 -0.864149 0.766 -0.720 -0.726
H 3.110853 1.575934 -4.160518 -0.206 0.498 0.015
H -1.294038 2.040699 1.963696 -0.601 1.072 0.293
H 1.070553 -2.742928 0.753044 -0.704 -1.600 1.554
H 3.536405 0.874077 -2.632599 0.176 0.375 0.060
H -1.008904 0.500790 0.910538 -1.190 -0.716 -1.578
H -3.273736 -2.728872 -1.221714 0.117 -0.128 0.257
H 0.147782 3.261848 -1.657028 0.407 -0.019 0.347
H 1.860296 -0.655048 -2.935095 0.021 -0.005 -0.040
H 4.260156 0.523206 1.301539 0.929 -0.848 -0.726
H -0.296855 0.583355 2.586547 0.151 -1.760 2.308
H 1.031805 -0.482829 3.819337 -0.080 1.248 0.819
H 0.460483 1.526387 1.394565 2.207 1.083 -0.993
H -4.882512 0.655097 0.730701 -0.007 0.060 -0.228
H -4.493691 -1.264631 2.078445 0.356 -0.383 0.297
H 2.265449 -1.414762 0.438474 1.706 1.821 1.001
H 1.276271 0.389336 -4.288641 -0.782 -0.425 0.238
H 2.330058 0.522946 1.170546 -1.871 -0.826 -1.353
H 2.681358 2.579940 -1.319865 -0.322 -0.268 0.172
H -5.079082 -1.379124 -0.689668 0.010 0.017 0.258
H -4.299092 -0.148669 -1.589410 0.680 -0.290 -0.355
H -3.124280 0.744910 0.434210 -0.359 0.313 -0.777

# 2
193
Properties=species:S:1:pos:R:3:forces:R:3 method="wB97M-V/def2-TZVPD" e_lumo_ev=-3.908 spin_multiplicity=1 molar_mass_g_mol=1778.01 charge=-1 gap_ev=2.63
S 8.330541 6.628799 -0.546179 -2.795 6.633 2.994
S -0.014936 5.864455 3.613234 4.470 9.051 2.515
S 5.887655 8.573058 -14.979240 -3.489 3.819 -2.132
S 10.368113 15.733711 -4.531354 -5.320 -2.064 0.304
S -2.094711 17.385119 -8.873878 -8.788 -0.788 -0.542
S 7.786039 7.228581 -14.522011 5.229 -3.966 1.064
S -4.009578 8.804433 -4.291399 1.556 -2.374 2.935
S -3.670164 10.055029 -6.240050 2.691 4.191 -8.300
S 0.062407 17.363202 -7.930034 4.241 0.927 1.827
S 9.533667 5.114243 -1.977755 0.907 -2.241 -0.901
S 12.360556 17.082020 -4.723839 7.039 4.174 -0.757
S -1.542977 5.184971 2.047692 -1.451 -1.997 -3.955
F -2.368327 3.810672 1.708040 0.536 0.584 0.891
F 9.332347 7.639874 -14.499708 1.637 -1.189 0.374
F 6.941530 6.515927 0.215809 -0.661 -0.281 0.022
F -0.180849 6.225495 5.136435 0.817 -0.657 1.843
F 1.210385 18.463549 -8.014899 0.152 0.156 0.207
F -4.523495 10.019831 -7.580041 -0.491 0.504 -2.429
F 9.850784 3.560012 -1.772213 -0.127 -0.344 -0.334
F 9.381525 15.584834 -3.219447 0.575 -0.225 -0.806
F -5.277062 8.801363 -3.344889 0.208 -0.560 0.198
F -2.908018 18.171965 -10.041972 0.200 -0.519 -0.482
F 5.426596 9.938855 -14.285948 0.363 0.337 0.309
F 12.407092 18.702622 -4.654671 0.181 0.195 -0.279
O 9.336709 16.019722 -5.586825 3.330 -0.326 2.502
O -0.281016 17.358635 -6.512528 -0.650 0.459 -1.957
O 5.430865 11.447834 -5.370991 -4.372 -8.770 0.708
O 7.640574 6.510938 -13.242844 -0.413 1.122 -2.421
O -0.292274 7.249840 3.139066 -0.180 -2.787 -0.528
O 13.676970 16.823953 -4.050431 -3.353 -0.503 -1.918
O 5.544857 8.875828 -16.375948 1.446 -0.898 1.891
O 0.765436 16.181094 -8.357050 -1.222 0.672 -0.643
O 7.959643 7.367184 -1.739676 0.689 -1.283 0.460
O 12.196602 16.882804 -6.160728 0.180 -0.834 1.860
O -3.018278 17.689564 -7.773721 1.842 -0.675 -0.837
O -2.533092 6.184561 1.784235 0.442 -0.630 1.038
O 1.345906 5.509893 3.404772 0.385 -1.448 0.269
O -2.032986 16.005644 -9.296063 0.325 0.855 0.183
O 11.036416 14.422783 -4.588701 -0.534 2.754 -0.020
O -3.545010 11.487662 -6.106850 0.846 -0.798 1.179
O 9.106027 7.332709 0.425171 0.553 0.304 -0.256
O 10.866095 5.666889 -2.012014 -1.225 0.166 0.593
O 8.778862 5.197997 -3.208567 0.361 -0.412 1.281
O -0.437040 5.084212 1.090258 -1.245 0.050 1.699
O 7.698557 6.524576 -15.790811 -0.885 0.071 1.519
O 5.483023 1.993910 2.058992 2.658 -6.662 -5.300
O -3.515990 7.413202 -4.456428 -1.972 2.972 0.069
O -3.025513 9.655493 -3.569799 -2.288 -1.014 -1.956
O 4.970139 7.656780 -14.330460 1.932 -0.241 -0.121
O -2.521258 9.298224 -6.745591 -0.720 0.500 2.274
N -0.872157 18.239089 -9.021709 3.872 -0.949 2.225
N 14.169708 4.340408 -9.397825 -0.733 0.638 0.142
N 4.758619 10.215722 -5.236040 1.818 6.308 -0.498
N -2.733597 20.639787 -1.966098 1.518 0.524 -0.120
N -1.100362 4.852400 3.619726 -3.662 -2.317 -3.747
N 8.663829 5.165922 -0.546322 2.211 -2.769 -4.000
N 5.819514 0.922153 1.258568 -3.632 6.203 5.637
N -0.864022 13.776374 -14.866498 -0.050 1.338 0.616
N -4.857898 9.443345 -5.576208 0.287 -3.411 5.933
N 11.135541 17.003793 -3.820027 -2.091 -3.191 -0.915
N 7.519896 8.730781 -14.592469 -5.808 0.934 -0.418
C -3.073535 19.128720 -2.231841 0.663 1.134 0.058
C 7.118900 -1.025326 0.689535 0.800 -0.371 -0.657
C 4.292719 7.782571 -5.892814 -1.125 -2.115 1.496
C 13.407643 2.589836 -7.758710 0.372 1.371 -0.788
C -2.973034 21.065489 -0.550136 0.634 -0.009 -0.195
C 5.996266 -1.648875 -0.135945 -1.222 2.065 0.122
C 6.418178 8.996168 -6.601265 -0.609 -0.634 -0.724
C 5.229310 -0.476371 -0.779757 0.479 -0.750 0.577
C 6.107031 -0.851593 2.981319 -0.818 0.346 0.330
C -3.565634 21.564284 -2.886816 -0.469 -0.686 0.373
C 4.901988 9.064940 -6.291537 1.295 2.036 -1.243
C 2.930665 7.853106 -5.210231 -0.133 2.080 2.230
C -2.698927 22.520207 -3.635382 1.412 0.577 0.225
C -2.164893 18.047983 -1.546220 -1.283 0.309 -1.388
C 2.476946 10.995157 -4.787206 0.772 1.645 -1.311
C -2.429639 15.391137 -16.286756 -0.095 -0.169 0.010
C 3.155176 8.732655 -3.879144 1.776 -1.635 -2.414
C 4.136104 10.857844 -2.863823 -0.101 0.566 -0.485
C -1.395784 21.749615 -3.786142 -0.693 -1.072 1.248
C -1.496723 11.817455 -13.628503 -0.750 -1.401 1.031
C 12.692906 3.989909 -9.538198 -0.585 1.457 -0.697
C 14.874241 4.652387 -10.780227 -1.369 -2.214 1.085
C 13.874045 8.041838 -8.075491 -0.245 0.731 -0.844
C -2.599778 16.577935 -2.010746 0.659 1.169 0.834
C 14.626776 3.016902 -8.677320 -0.696 0.802 -0.270
C 3.446434 0.412555 0.857837 0.518 1.443 -0.230
C 12.183854 3.467249 -8.214613 1.804 -0.925 -0.254
C 4.166468 9.588790 -7.543982 -0.100 1.303 -0.687
C 13.486776 6.879996 -8.949128 -0.221 -1.938 0.540
C 8.127511 0.691498 2.425873 0.538 -0.897 0.103
C 14.240785 5.630130 -8.461463 1.025 -1.440 -1.426
C -1.296154 15.309863 -15.177235 -0.423 -2.515 -1.290
C -0.441537 12.419846 -12.771882 2.293 1.663 -0.467
C 4.785245 0.660013 0.124745 0.713 1.497 -1.418
C -0.217958 13.238659 -16.157838 -0.220 0.155 2.376
C -3.068789 16.759023 -16.362124 0.312 1.157 1.430
C 0.093087 13.643885 -13.571396 -0.444 0.454 -1.032
C 6.810337 -0.046852 1.842267 0.994 -0.071 0.588
C -2.105510 12.957350 -14.354867 1.197 1.630 -2.057
C 4.790003 1.972057 -0.844773 -0.708 0.558 2.169
C 3.640121 10.157455 -4.198945 -0.796 1.038 2.099
C -1.287644 20.969827 -2.439323 0.079 0.551 -0.465
H -1.576426 21.026719 -4.581679 0.946 0.151 -0.343
H 2.358348 10.837032 -5.859129 -0.511 -0.695 0.142
H 2.764300 12.045525 -4.834771 0.299 0.188 0.479
H 12.115416 4.877256 -9.797471 0.318 0.047 -0.449
H -2.282299 20.589629 0.145952 -0.098 -0.350 -0.237
H 14.268578 5.342133 -11.368044 0.437 0.457 0.519
H 15.950387 4.795393 -10.682443 -0.346 0.669 0.347
H -1.661234 15.672082 -14.216187 0.329 0.402 -0.207
H 0.115714 12.240301 -15.874928 -0.168 -0.143 -0.658
H 2.479333 6.920480 -4.871696 0.602 -0.289 -0.304
H -0.644930 20.096160 -2.547593 -0.423 -0.098 0.261
H 1.526464 10.991253 -4.253651 0.250 -0.792 0.128
H -3.227472 14.675633 -16.087718 0.121 -0.117 0.200
H 13.097838 1.548534 -7.847113 0.767 -0.006 0.393
H 7.698099 -0.408660 0.002261 0.443 -0.359 -0.268
H 12.423844 6.680682 -8.812968 -0.118 0.091 0.062
H 5.763814 2.442997 -0.978951 0.419 -0.940 -0.639
H -4.270357 22.064184 -2.222320 -0.516 -0.398 -0.553
H 4.328032 2.836178 -0.367312 -0.541 -0.262 0.617
H -0.779533 12.744845 -11.787889 -0.005 -0.198 -0.094
H -2.054453 15.855373 -1.403605 0.105 0.089 -0.011
H 4.719855 11.744857 -3.109870 -0.202 0.052 -0.068
H -4.007232 20.840060 -0.289929 0.119 0.126 0.023
H -0.961924 13.307912 -16.951449 0.353 -0.229 0.044
H 3.156178 1.395734 1.228272 0.052 -0.216 0.799
H -2.737875 22.128413 -0.495406 -0.384 0.049 0.032
H 5.259262 -2.225643 0.422856 0.436 -0.428 0.182
H 3.262372 11.184335 -2.299819 -0.190 -0.008 -0.297
H 2.635958 0.235245 0.150874 0.345 -0.742 -0.152
H -2.300956 16.413933 -3.046083 -0.263 0.093 0.009
H 4.302093 -0.900124 -1.165528 0.170 0.438 -0.770
H 0.474286 11.831217 -12.718148 -0.497 -0.596 0.662
H 11.310080 2.855985 -8.440387 -0.099 0.267 0.511
H 6.716334 -1.623002 3.452252 0.661 0.218 -0.535
H 13.734219 2.958776 -6.786423 -0.452 -0.971 0.362
H 6.410909 8.565574 -7.602579 0.386 0.042 -0.105
H 5.755652 -0.246474 3.817048 0.043 0.396 -0.253
H 8.792203 1.380287 1.904484 -0.916 0.028 -1.488
H -2.268606 18.245114 -0.479219 0.195 -0.510 0.124
H -3.937588 20.920052 -3.683512 -0.885 -0.111 0.579
H 13.925818 7.803048 -7.013228 -0.248 0.159 -0.093
H 5.242950 -1.395484 2.599669 -0.026 0.114 -0.159
H 5.920439 -0.031969 -1.495958 -0.482 -0.216 -0.543
H -3.653727 16.354372 -1.845498 -0.025 0.288 -0.207
H -1.139064 18.219579 -1.872290 0.023 -0.159 0.256
H 4.518220 10.591335 -7.787454 -0.247 0.270 0.273
H 4.088517 8.354599 -3.461940 -0.360 -0.827 0.671
H 0.671519 13.852372 -16.300215 -0.178 -0.024 -0.386
H 13.938009 5.239121 -7.490108 -0.106 0.506 0.015
H -2.394335 17.511753 -16.770315 0.098 -0.099 -0.206
H -0.375322 15.716409 -15.595453 -0.104 0.518 0.655
H -0.828189 21.651858 -1.723894 -0.210 -0.219 0.319
H -4.017410 16.842285 -16.892491 0.136 -0.445 -0.031
H 13.076668 8.735507 -8.342185 0.190 0.581 0.869
H -2.152636 15.251998 -17.331744 0.897 -0.797 0.240
H 7.688325 -1.910678 0.972380 0.632 0.637 0.755
H -2.581963 13.735362 -13.758392 -0.443 -0.602 0.364
H 2.137539 8.332155 -5.784313 0.165 0.051 -0.363
H 1.126924 13.518915 -13.893345 -0.198 -0.204 -0.447
H 3.605867 -0.336550 1.633413 -0.621 0.061 -0.116
H 2.319520 8.535641 -3.207605 0.144 1.114 0.151
H 4.727915 10.313750 -2.127736 0.075 -0.768 -0.612
H 14.854005 2.338646 -9.499780 0.011 -0.087 0.200
H -0.526619 22.406673 -3.816757 -0.007 -0.371 -0.822
H 4.976015 7.267464 -5.217628 0.026 -0.138 0.118
H 15.318566 5.792878 -8.458430 0.021 0.280 0.315
H 14.803238 8.505025 -8.407383 0.120 -0.132 0.177
H 12.042746 4.220006 -7.439016 -0.621 0.078 -0.456
H 4.114408 7.085469 -6.711563 0.729 0.491 -0.671
H -1.105803 11.009643 -14.247142 -0.068 0.277 -0.384
H 4.394896 9.075373 -8.477957 0.394 -0.785 0.473
H -2.157728 11.323070 -12.916636 -0.587 0.009 -0.431
H -2.648427 12.786724 -15.284505 -0.398 -0.459 0.456
H 6.958661 8.277943 -5.984721 -0.083 0.364 0.385
H 14.772489 3.705815 -11.311028 0.025 -0.104 -0.107
H 12.579886 3.268073 -10.347069 0.151 -0.115 0.105
H -3.221334 17.078919 -15.331347 -0.469 0.316 0.040
H -3.123195 22.720211 -4.619303 -0.100 0.309 0.227
H 13.593000 7.100128 -10.011366 0.413 -0.081 0.047
H 3.078079 9.574969 -7.486307 0.104 0.096 0.379
H -2.446649 23.440693 -3.108919 -0.559 0.176 0.055
H 6.888664 9.977830 -6.656859 -0.075 -0.178 0.165
H -2.988741 19.254897 -3.311179 -0.279 -1.484 -0.136
H 15.510662 3.219969 -8.072674 0.045 0.012 -0.275
H 0.118763 14.578932 -13.011820 -0.595 0.089 -0.156
H 6.401041 -2.199935 -0.984811 0.106 -0.366 0.443
H 8.154107 1.224941 3.376055 -1.457 -0.335 0.299
H 8.825517 -0.127060 2.601498 -0.189 -0.428 0.031
H 4.169656 1.851225 -1.732851 0.557 -0.619 -0.116
H -4.103921 19.069520 -1.881264 -0.084 -0.307 -0.382

# 3
50
Properties=species:S:1:pos:R:3:forces:R:3 method="wB97M-V/def2-TZVPD" e_lumo_ev=2.146 spin_multiplicity=1 molar_mass_g_mol=473.40 charge=-1 gap_ev=4.25
S -0.759847 1.657285 0.278957 2.139 2.799 -2.895
F -2.595470 -1.000699 2.446562 0.676 -0.299 -0.279
F -2.991981 1.445429 -0.900533 0.439 0.765 -0.182
F -4.614509 1.327088 0.836369 -0.234 -0.218 -0.260
F -4.536405 -1.094442 1.493389 0.006 -0.486 -0.691
F -4.274702 -0.010041 3.294617 -0.143 0.418 0.323
F -2.357062 -0.451910 -0.225689 0.668 -0.341 0.454
F -3.099456 1.998995 2.148787 0.840 -0.058 0.486
O 1.270983 0.058882 -5.638379 -0.660 -0.635 0.026
O -0.944058 3.067061 0.506967 -1.034 -0.624 1.925
O -0.128938 1.504105 -1.003272 -0.288 -1.917 0.374
N -0.713465 0.909183 3.849295 -1.485 0.084 3.083
N -0.897593 -3.044741 0.662236 0.566 0.154 0.050
N 2.572097 1.539331 2.571520 0.104 -0.247 -0.387
N 1.494159 -3.545363 0.389844 -0.628 0.707 -0.300
N 3.228057 -0.451549 -0.038580 3.040 -0.011 -1.066
N 0.320516 -4.076880 2.379886 -0.041 0.361 -0.460
C 0.532640 2.291999 -5.748043 -0.587 0.643 0.426
C -2.419577 0.835319 0.130391 -1.413 -0.246 0.301
C 0.715436 -1.698878 1.981234 0.443 -0.579 -0.349
C 0.646426 1.002146 -4.904908 1.830 0.154 -0.743
C 1.501135 1.312938 -3.655618 -0.438 0.615 0.567
C 0.418241 -3.091589 1.271466 0.239 0.077 1.677
C -0.221426 0.967939 2.842277 1.880 -0.765 -3.915
C 0.402775 0.900231 1.484577 0.103 0.409 0.921
C -3.684488 -0.328336 2.141784 -0.307 0.607 0.881
C 1.622313 1.905791 1.529959 -0.551 1.309 0.192
C 0.799091 -0.519917 0.975332 0.361 -1.026 -0.431
C 2.193762 -0.532467 0.394485 -4.129 0.489 1.514
C -3.412058 0.990624 1.347352 -0.821 -0.142 -0.486
H 2.977468 2.390277 2.947186 -0.071 -0.228 0.046
H 1.703695 -1.780578 2.476921 -0.518 0.041 -0.022
H -0.404668 -3.748315 3.018106 0.276 -0.095 0.038
H -1.375784 -3.911349 0.883088 0.090 0.012 -0.482
H 1.173349 2.866859 1.844099 0.170 -0.396 -0.256
H 2.509224 1.644212 -3.922665 -0.051 -0.142 -0.270
H 1.358635 -3.066113 -0.502783 0.336 -0.304 0.033
H 3.333077 0.980170 2.191182 -0.176 0.111 0.050
H -0.084602 2.126326 -6.635294 0.064 -0.160 0.020
H 0.062255 3.104140 -5.167233 -0.026 0.086 -0.066
H 0.154421 -0.780813 0.113920 0.125 0.256 0.395
H -0.047806 -1.607904 2.765895 0.154 0.466 -0.450
H 1.040279 2.111537 -3.054908 0.086 0.002 0.074
H 2.396630 -3.227597 0.742858 -0.155 -0.100 -0.110
H -0.385991 0.792944 -4.524392 -0.178 -0.276 -0.047
H -0.844820 -2.878212 -0.337426 -0.230 -0.262 0.100
H 2.051943 2.091493 0.532714 -0.270 -0.506 0.197
H 1.513403 2.648712 -6.075734 0.075 -0.240 0.053
H 1.592277 0.432486 -3.012432 -0.020 -0.076 -0.135
H 1.210396 -4.055796 2.874651 -0.257 -0.185 0.076